[1]
ORCA calculation (the ωB97M-V functional and the def2-TZVPD basis) on a cluster of 2 separate species, CH3N3O3 in total.

Properties
* F_max: 4.86 eV Å⁻¹
* frontier orbital gap: 11.2 eV

Geometry as ORCA input:
```
! wB97M-V def2-TZVPD RIJCOSX def2/J DEFGRID3
* xyz 0 1
H -1.35386 0.26434 1.78341
N -0.85486 0.05663 0.90101
N -1.56125 0.24246 -0.09491
O -2.71505 0.56741 -0.23620
O -1.01078 -0.14984 -1.29353
H -0.18379 -0.66485 -1.03657
N 1.56502 -0.42961 0.51513
C 2.21323 -0.04986 -0.41083
O 2.98893 0.24009 -1.20919
H 0.91241 -0.07676 1.08168
*
```

---

[2]
ORCA calculation (the ωB97M-V functional and the def2-TZVPD basis) on a cluster of 2 separate species, C2H2N2O in total.

Properties
* F_max: 1.17 eV Å⁻¹
* frontier orbital gap: 11.9 eV

Geometry as ORCA input:
```
! wB97M-V def2-TZVPD RIJCOSX def2/J DEFGRID3
* xyz 0 1
N -0.42901 0.44378 -1.04381
C -0.58111 -0.76436 -0.91822
O -0.67411 -1.91162 -0.72389
H -0.83883 0.91752 -1.83824
C 0.84926 0.47425 1.50868
N 0.72327 -0.63569 1.79644
H 0.95493 1.49817 1.21970
*
```

---

[3]
ORCA calculation (the ωB97M-V functional and the def2-TZVPD basis) on a structure of composition C24H46BN10Ti.

Properties
* F_max: 0.73 eV Å⁻¹
* frontier orbital gap (alpha / beta): 7.0 / 9.4 eV

Geometry as ORCA input:
```
! wB97M-V def2-TZVPD RIJCOSX def2/J DEFGRID3
* xyz 1 3
Ti 0.16437 -0.03899 -0.02600
N 0.86867 -2.26652 0.22744
C 2.24617 -2.53755 0.66078
C 2.77443 -1.39098 1.50771
N 2.44068 -0.04859 0.98824
C 3.37365 0.35162 -0.08883
C 2.97254 -0.12487 -1.47318
N 1.59568 0.31112 -1.76466
C 2.50031 0.92221 2.10032
C 1.82996 2.23595 1.76223
N 0.46969 1.98108 1.26228
H 0.21437 -2.34312 1.00419
H 0.55208 -2.94812 -0.45084
H 2.85527 -2.68597 -0.22921
H 2.32101 -3.46019 1.24391
H 3.85961 -1.49822 1.63097
H 2.34303 -1.45676 2.50562
H 4.38843 0.00619 0.14514
H 3.41584 1.44163 -0.11039
H 3.00228 -1.20882 -1.55376
H 3.68814 0.27154 -2.19891
H 1.28225 -0.08048 -2.64821
H 1.59043 1.31589 -1.91697
H 3.53570 1.09089 2.42462
H 1.96587 0.47247 2.93798
H 2.37538 2.78453 0.99319
H 1.83195 2.87092 2.65217
H 0.11246 2.79271 0.77091
H -0.16446 1.84067 2.04702
C 0.72854 -1.31206 5.05482
C -0.09444 -1.80225 3.86631
C -0.97972 -2.98208 4.28303
C -0.94612 -0.72354 3.26376
C -1.77897 0.17786 3.93929
C -2.51375 0.78118 2.93939
N -2.11212 0.29744 1.75720
N -1.12836 -0.63048 1.94243
B -2.85836 0.49091 0.38335
N -2.69583 -0.75972 -0.50388
C -3.65142 -1.52498 -1.04716
C -3.07821 -2.34340 -1.99675
C -1.72228 -1.99186 -1.98809
N -1.49496 -1.05044 -1.07674
C -0.62629 -2.42395 -2.92157
C -0.59984 -1.50208 -4.14456
C -0.75906 -3.88608 -3.33629
N -2.34866 1.73693 -0.39132
C -3.02164 2.86789 -0.64281
C -2.28308 3.63707 -1.51388
C -1.13942 2.86816 -1.77470
N -1.17414 1.72600 -1.08899
C 0.01400 3.21241 -2.67600
C -0.40826 4.14203 -3.80891
C 1.16983 3.82762 -1.88279
H 1.43821 -2.07607 5.37562
H 0.08151 -1.09991 5.90825
H 1.28468 -0.39838 4.83980
H 0.58011 -2.16985 3.08878
H -1.69163 -2.67048 5.04923
H -0.37550 -3.79210 4.69443
H -1.54993 -3.36920 3.43778
H -1.87537 0.31964 5.00193
H -3.31399 1.50230 2.99016
H -4.02269 0.66700 0.62069
H -4.67379 -1.41770 -0.72372
H -3.56852 -3.07238 -2.61741
H 0.32786 -2.30032 -2.39620
H -1.47123 -1.68387 -4.77628
H 0.29251 -1.67220 -4.75093
H -0.63539 -0.44954 -3.85116
H -1.66795 -4.04148 -3.92028
H -0.80509 -4.55210 -2.47296
H 0.08268 -4.19216 -3.95860
H -3.99189 3.02772 -0.20108
H -2.55301 4.58944 -1.93447
H 0.34920 2.27616 -3.13511
H -0.73653 5.10752 -3.41922
H -1.22567 3.71975 -4.39280
H 0.43004 4.33267 -4.47982
H 0.86580 4.78527 -1.45487
H 2.04294 4.00641 -2.51312
H 1.47936 3.19110 -1.04751
*
```

---

[4]
ORCA calculation (the ωB97M-V functional and the def2-TZVPD basis) on the ion C5H13N2 with charge +1.

Properties
* F_max: 7.60 eV Å⁻¹
* frontier orbital gap: 10.3 eV

Geometry as ORCA input:
```
! wB97M-V def2-TZVPD RIJCOSX def2/J DEFGRID3
* xyz 1 1
C 0.52753 -1.13430 0.20897
C 1.36460 0.19173 0.44023
C -0.47182 0.83967 -0.30942
C 2.61321 0.42405 -0.26457
C -2.00426 -1.21596 -0.20568
N -1.22169 1.95467 0.14010
N -0.82960 -0.48993 0.19985
H 0.76643 -1.80599 -0.69461
H 0.60620 -1.77715 1.05000
H 1.30920 0.42665 1.39545
H -0.66362 0.74173 -1.32122
H 2.30591 0.54934 -1.37470
H 3.21657 -0.49865 -0.14990
H 3.15176 1.32549 0.25065
H -2.05677 -1.40278 -1.23223
H -2.18541 -2.10528 0.24791
H -2.96789 -0.64184 0.04096
H -1.62631 2.52193 -0.60769
H -0.87901 2.39321 0.91281
H -0.95503 -0.29657 1.27308
*
```